Density functional theory data (ωB97M-V/def2-TZVPD) for one molecule with the formula C5H8O2 at a distorted geometry.

Computed properties:
- Gap between HOMO and LUMO (spin up / spin down): 0.3074 / 0.2885 Eh
- Energy above the lowest of the compared OMol25 structures with the same formula, charge and spin: 95.78 kcal/mol
- LUMO energy (spin up / spin down): 0.1 / 0.0 eV
- HOMO level (spin up / spin down): -8.22 / -7.90 eV

Element x y z (Å)
C1 -1.099 0.513 -0.597
C2 -1.984 0.090 0.421
C3 1.252 0.351 0.846
C4 0.346 -0.511 0.013
C5 0.943 -1.275 -0.974
O1 1.658 1.449 0.170
O2 1.592 0.114 1.975
H1 2.207 1.978 0.768
H2 -1.314 0.168 -1.601
H3 -0.779 1.548 -0.602
H4 1.087 -0.884 -1.972
H5 1.095 -2.335 -0.834
H6 -0.279 -1.105 0.765
H7 -2.704 -0.699 0.250
H8 -2.020 0.600 1.372

***

Density functional theory data (ωB97M-V/def2-TZVPD) for C61H36F5N5SSr as an isolated structure at a distorted geometry.

Computed properties:
- Gap between HOMO and LUMO: 0.1888 Eh
- Net charge: -2
- Energy above the lowest of the compared OMol25 structures with the same formula, charge and spin: 0.00 kcal/mol
- LUMO energy: 3.5 eV
- HOMO level: -1.63 eV

Element x y z (Å)
Sr1 -0.989 0.236 -0.780
C1 -4.082 2.787 5.924
C2 -2.702 2.926 5.870
C3 -1.997 2.453 4.773
C4 -2.658 1.838 3.707
C5 -4.041 1.699 3.778
C6 -4.748 2.170 4.876
C7 -1.886 1.322 2.540
C8 -1.180 2.284 1.783
C9 -1.149 3.728 2.019
C10 -0.330 4.265 1.086
C11 0.153 3.164 0.253
N1 -0.392 2.024 0.720
C12 1.021 3.275 -0.856
C13 1.504 2.248 -1.713
C14 2.587 2.386 -2.681
C15 2.790 1.163 -3.227
C16 1.845 0.253 -2.593
C17 1.798 -1.145 -2.757
C18 2.697 -1.701 -3.816
C19 4.046 -1.919 -3.533
C20 4.895 -2.441 -4.498
C21 4.407 -2.754 -5.760
C22 3.067 -2.542 -6.048
C23 2.219 -2.019 -5.081
C24 1.126 -2.117 -1.969
N2 0.271 -1.861 -0.957
C25 0.002 -3.009 -0.299
C26 -0.776 -3.122 0.881
C27 -0.881 -4.501 1.451
C28 -2.059 -5.235 1.361
C29 -2.143 -6.509 1.907
C30 -1.047 -7.061 2.553
C31 0.131 -6.332 2.653
C32 0.215 -5.060 2.107
C33 -1.371 -2.108 1.657
C34 -2.014 -2.283 2.951
C35 -2.341 -1.047 3.402
C36 -1.890 -0.095 2.394
N3 -1.348 -0.785 1.376
C37 0.691 -4.096 -0.972
C38 1.381 -3.547 -2.005
N4 1.102 0.967 -1.717
C39 1.528 4.644 -1.160
C40 1.213 5.264 -2.368
C41 1.685 6.537 -2.657
C42 2.483 7.210 -1.743
C43 2.807 6.600 -0.538
C44 2.335 5.328 -0.251
H1 -4.635 3.154 6.781
H2 -2.167 3.394 6.687
H3 -0.918 2.541 4.733
H4 -4.560 1.219 2.957
H5 -5.825 2.056 4.908
H6 -1.685 4.259 2.789
H7 -0.089 5.309 0.965
H8 3.150 3.284 -2.880
H9 3.540 0.894 -3.954
H10 4.414 -1.677 -2.544
H11 5.939 -2.605 -4.260
H12 5.068 -3.162 -6.515
H13 2.678 -2.784 -7.030
H14 1.172 -1.852 -5.303
H15 -2.915 -4.794 0.864
H16 -3.068 -7.068 1.828
H17 -1.111 -8.054 2.982
H18 0.988 -6.750 3.168
H19 1.122 -4.474 2.195
H20 -2.148 -3.219 3.471
H21 -2.787 -0.802 4.353
H22 0.684 -5.134 -0.678
H23 2.035 -4.057 -2.696
H24 0.584 4.736 -3.075
H25 1.423 7.003 -3.600
H26 2.851 8.203 -1.969
H27 3.439 7.112 0.178
H28 2.598 4.839 0.679
C45 -4.542 -2.998 -2.109
C46 -5.513 -2.263 -2.773
C47 -5.282 -0.929 -3.041
C48 -4.076 -0.322 -2.653
N5 -3.164 -1.044 -1.981
C49 -3.391 -2.330 -1.732
C50 -3.787 1.123 -2.936
C51 -4.588 1.781 -3.883
C52 -4.410 3.130 -4.135
C53 -3.424 3.818 -3.436
C54 -2.620 3.138 -2.531
C55 -2.739 1.766 -2.241
H29 -4.666 -4.047 -1.876
H30 -6.448 -2.723 -3.073
H31 -6.045 -0.344 -3.532
H32 -2.602 -2.848 -1.195
H33 -5.343 1.253 -4.455
H34 -5.025 3.637 -4.870
H35 -3.279 4.881 -3.609
H36 -1.844 3.716 -2.028
F1 7.579 -1.415 5.985
C56 6.529 -1.272 5.142
C57 6.580 -0.377 4.088
F2 7.697 0.362 3.907
C58 5.504 -0.238 3.233
F3 5.647 0.659 2.243
C59 4.308 -0.970 3.356
S1 2.964 -0.788 2.284
C60 4.311 -1.863 4.444
F4 3.236 -2.634 4.687
C61 5.376 -2.017 5.309
F5 5.305 -2.897 6.332

***

Density functional theory data (ωB97M-V/def2-TZVPD) for C2H8F6NaO10S2 as an isolated structure at a distorted geometry.

Computed properties:
- Gap between HOMO and LUMO: 0.2751 Eh
- Net charge: -1
- Energy above the lowest of the compared OMol25 structures with the same formula, charge and spin: 2.30 kcal/mol
- LUMO energy: 1.2 eV
- HOMO level: -6.24 eV

Element x y z (Å)
Na1 3.959 -12.071 12.570
C1 -0.480 -11.600 15.170
F1 -0.233 -10.321 15.537
F2 -1.302 -12.099 16.114
F3 -1.105 -11.629 13.989
S1 1.097 -12.664 15.104
O1 1.975 -11.968 14.169
O2 1.529 -12.651 16.500
O3 0.621 -13.968 14.672
C2 4.989 -15.061 15.511
F4 3.685 -15.246 15.594
F5 5.288 -13.865 16.041
F6 5.630 -15.992 16.222
S2 5.556 -15.138 13.716
O4 5.583 -16.572 13.481
O5 4.531 -14.395 12.986
O6 6.879 -14.496 13.683
O7 4.205 -10.186 10.976
H1 3.511 -9.669 10.552
H2 5.020 -9.703 10.801
O8 2.550 -13.299 10.881
H3 2.108 -12.618 10.361
H4 1.841 -13.885 11.177
O9 6.755 -11.812 12.354
H5 7.074 -11.036 12.827
H6 7.414 -12.502 12.522
O10 4.154 -9.992 14.594
H7 4.306 -9.102 14.257
H8 3.195 -10.054 14.727

***

Density functional theory data (ωB97M-V/def2-TZVPD) for one molecule with the formula C3H3ClN2O at a distorted geometry.

Computed properties:
- Gap between HOMO and LUMO: 0.4018 Eh
- Energy above the lowest of the compared OMol25 structures with the same formula, charge and spin: 69.59 kcal/mol
- LUMO energy: 0.6 eV
- HOMO level: -10.33 eV

Element x y z (Å)
C1 -0.112 0.350 -0.026
C2 -0.769 -1.090 -0.003
C3 1.267 0.628 0.196
N1 -1.062 1.131 -0.324
N2 -2.002 -0.914 -0.422
O1 -2.283 0.392 -0.497
Cl1 0.028 -2.527 0.200
H1 1.528 0.041 1.058
H2 1.859 0.197 -0.545
H3 1.545 1.791 0.363

***

Density functional theory data (ωB97M-V/def2-TZVPD) for one molecule with the formula C4H7NO at a distorted geometry.

Computed properties:
- Gap between HOMO and LUMO: 0.3858 Eh
- Energy above the lowest of the compared OMol25 structures with the same formula, charge and spin: 6.70 kcal/mol
- LUMO energy: 0.9 eV
- HOMO level: -9.58 eV

Element x y z (Å)
C1 -1.415 -0.138 0.016
C2 -0.502 1.132 0.024
C3 0.911 0.661 -0.070
C4 0.883 -0.910 0.087
H1 -0.602 1.692 0.961
H2 -0.795 1.743 -0.821
H3 1.360 0.875 -1.033
H4 1.568 1.162 0.703
H5 1.207 -1.395 1.014
H6 1.490 -1.363 -0.714
H7 -0.921 -2.160 -0.082
N1 -0.557 -1.208 -0.093
O1 -2.627 -0.089 0.006

***

Density functional theory data (ωB97M-V/def2-TZVPD) for C51H38N4O7P2S2W as an isolated structure at a distorted geometry.

Computed properties:
- Gap between HOMO and LUMO (spin up / spin down): 0.2562 / 0.2588 Eh
- Energy above the lowest of the compared OMol25 structures with the same formula, charge and spin: 24.33 kcal/mol
- LUMO energy (spin up / spin down): -0.5 / -0.9 eV
- 2S+1: 3
- HOMO level (spin up / spin down): -7.43 / -7.90 eV

Element x y z (Å)
W1 1.910 0.061 0.149
O1 4.437 0.427 -2.982
C1 3.444 0.390 -2.294
N1 2.811 -0.662 -1.677
C2 3.377 -1.924 -1.719
O2 4.156 -2.350 -2.541
C3 2.850 -2.793 -0.625
C4 3.250 -4.105 -0.480
C5 2.696 -4.846 0.551
C6 1.748 -4.264 1.373
C7 1.396 -2.942 1.170
N2 1.959 -2.222 0.197
C8 2.667 1.653 -2.045
C9 3.158 2.881 -2.431
C10 2.287 3.957 -2.321
C11 0.985 3.747 -1.869
C12 0.596 2.487 -1.457
N3 1.449 1.462 -1.541
H1 3.983 -4.505 -1.167
H2 2.999 -5.873 0.707
H3 1.293 -4.810 2.185
H4 0.680 -2.435 1.801
H5 4.165 2.961 -2.810
H6 2.619 4.950 -2.595
H7 0.281 4.559 -1.782
H8 -0.376 2.285 -1.030
O3 -0.917 -0.935 2.954
C13 -0.124 -0.123 2.532
O4 0.273 -0.148 1.269
C14 0.443 0.974 3.372
C15 0.055 0.970 4.712
C16 0.503 1.928 5.597
C17 1.367 2.914 5.138
C18 1.769 2.928 3.817
C19 1.318 1.967 2.907
S1 1.889 2.235 1.251
H9 -0.610 0.179 5.033
H10 0.197 1.900 6.634
H11 1.742 3.671 5.815
H12 2.456 3.690 3.471
C20 -3.048 -0.874 -2.472
P1 -1.779 -0.543 -1.152
C21 -2.827 -0.022 0.252
C22 -3.995 -0.671 0.649
C23 -4.767 -0.169 1.684
C24 -4.390 1.001 2.331
C25 -3.238 1.665 1.941
C26 -2.463 1.152 0.909
C27 -1.414 -2.300 -0.780
C28 -1.788 -2.987 0.374
C29 -1.531 -4.346 0.497
C30 -0.867 -5.032 -0.509
C31 -0.435 -4.347 -1.635
C32 -0.705 -2.992 -1.765
P2 -3.844 0.351 -3.619
C33 -2.687 1.763 -3.807
C34 -2.823 3.010 -3.199
C35 -2.034 4.083 -3.596
C36 -1.093 3.926 -4.601
C37 -0.919 2.681 -5.190
C38 -1.714 1.616 -4.800
C39 -5.300 1.046 -2.744
C40 -6.489 0.980 -3.472
C41 -7.677 1.477 -2.956
C42 -7.696 2.049 -1.693
C43 -6.522 2.125 -0.956
C44 -5.335 1.630 -1.476
H13 -3.868 -1.467 -2.053
H14 -2.536 -1.558 -3.157
H15 -4.327 -1.561 0.127
H16 -5.671 -0.684 1.981
H17 -4.995 1.392 3.139
H18 -2.932 2.571 2.447
H19 -1.547 1.662 0.628
H20 -2.252 -2.461 1.196
H21 -1.838 -4.864 1.397
H22 -0.663 -6.090 -0.403
H23 0.113 -4.863 -2.414
H24 -0.353 -2.464 -2.647
H25 -3.579 3.168 -2.443
H26 -2.175 5.051 -3.130
H27 -0.498 4.770 -4.927
H28 -0.181 2.544 -5.970
H29 -1.613 0.664 -5.308
H30 -6.479 0.530 -4.457
H31 -8.586 1.414 -3.539
H32 -8.621 2.433 -1.284
H33 -6.524 2.570 0.030
H34 -4.434 1.712 -0.887
O5 3.353 -0.358 4.765
S2 3.477 -1.270 3.673
O6 2.794 -2.528 3.735
N4 3.128 -0.515 2.244
C45 4.210 -0.311 1.527
O7 4.095 0.231 0.386
C46 5.464 -0.863 2.070
C47 6.732 -0.876 1.519
C48 7.735 -1.523 2.230
C49 7.468 -2.138 3.450
C50 6.189 -2.129 3.999
C51 5.205 -1.485 3.281
H35 6.924 -0.404 0.565
H36 8.739 -1.556 1.830
H37 8.269 -2.640 3.976
H38 5.977 -2.615 4.941